a.
A 2-piece molecular cluster, C3H5N2O overall. Source: the Open Molecules 2025 dataset; level of theory: ωB97M-V with the def2-TZVPD basis set.

M = 85.09 g/mol
Total charge = +1
Orbital gap = 10.43 eV
HOMO = -14.83 eV

CARTESIAN COORDINATES (ANGSTROEM)
C1 2.651 0.256 2.003
C2 0.106 0.714 0.170
C3 -1.398 -0.445 -1.387
N1 1.839 -0.501 1.746
N2 -0.666 0.379 -0.585
O1 0.886 -1.088 1.448
H1 3.611 0.729 2.046
H2 0.712 1.380 0.823
H3 -1.888 0.221 -2.194
H4 -0.697 -1.273 -1.688
H5 -2.305 -0.884 -1.059

Atom charges from the natural (NBO) analysis, given in e for atoms 1 to 2: -0.02, 0.46

***

b.
A 2-piece molecular cluster, C3H5N2O overall. Source: the Open Molecules 2025 dataset; level of theory: ωB97M-V with the def2-TZVPD basis set.

M = 85.09 g/mol
Total charge = +1
Orbital gap = 11.45 eV
HOMO = -15.61 eV

CARTESIAN COORDINATES (ANGSTROEM)
C1 1.022 -0.531 -0.035
C2 -1.832 -0.226 -0.037
C3 1.156 0.790 -0.531
N1 1.256 -1.520 0.472
N2 -2.525 0.587 0.484
O1 -1.039 -0.788 -0.683
H1 0.823 1.444 0.240
H2 0.320 0.938 -1.336
H3 2.305 0.936 -0.821
H4 1.668 -2.176 1.053
H5 -3.155 0.547 1.195

Atom charges from the natural (NBO) analysis, given in e for atoms 1 to 2: 0.72, 0.87

***

c.
A 2-piece molecular cluster, C3H5N2O overall. Source: the Open Molecules 2025 dataset; level of theory: ωB97M-V with the def2-TZVPD basis set.

M = 85.09 g/mol
Total charge = +1
Orbital gap (alpha / beta) = 7.70 / 8.35 eV
HOMO (alpha / beta) = -15.45 / -15.51 eV

CARTESIAN COORDINATES (ANGSTROEM)
C1 1.112 -1.547 0.479
C2 1.711 -2.557 0.588
C3 -0.132 0.354 -0.569
N1 0.246 1.473 -1.177
N2 -0.798 0.353 0.545
O1 -1.421 -0.709 1.111
H1 -1.002 -1.654 1.158
H2 0.122 -0.531 -1.026
H3 1.113 1.297 -1.682
H4 -0.026 2.308 -0.550
H5 -0.926 1.213 1.125

Atom charges from the natural (NBO) analysis, given in e for atoms 1 to 2: -0.25, 0.22

***

d.
An isolated ion of composition C3H5N2O and charge +1. Source: the Open Molecules 2025 dataset; level of theory: ωB97M-V with the def2-TZVPD basis set.

M = 85.09 g/mol
Total charge = +1
Orbital gap (alpha / beta) = 6.64 / 6.64 eV
HOMO (alpha / beta) = -12.05 / -12.06 eV

CARTESIAN COORDINATES (ANGSTROEM)
C1 2.111 -0.169 -2.470
C2 0.357 -0.797 0.050
C3 0.865 1.303 -0.925
N1 1.638 0.884 -1.927
N2 -0.595 -1.036 1.272
O1 0.299 0.519 -0.061
H1 0.533 2.369 -0.985
H2 2.167 1.759 -2.422
H3 -1.530 -0.774 0.879
H4 -0.358 -0.283 1.932
H5 -0.464 -1.934 1.495

Atom charges from the natural (NBO) analysis, given in e for atoms 1 to 2: 0.50, 0.21

***

The relative energies come out as a 3.467; b 0.000; c 9.281; d 6.818, with values in eV.